{
  "formula": "C39H46NP4SiSn",
  "method": "wB97M-V/def2-TZVPD",
  "elements": ["Sn", "P", "P", "P", "P", "Si", "N", "C", "C", "C", "C", "C", "C", "C", "C", "C", "C", "C", "C", "C", "C", "C", "C", "C", "C", "C", "C", "C", "C", "C", "C", "C", "C", "C", "C", "C", "C", "C", "C", "C", "C", "C", "C", "C", "C", "C", "H", "H", "H", "H", "H", "H", "H", "H", "H", "H", "H", "H", "H", "H", "H", "H", "H", "H", "H", "H", "H", "H", "H", "H", "H", "H", "H", "H", "H", "H", "H", "H", "H", "H", "H", "H", "H", "H", "H", "H", "H", "H", "H", "H", "H", "H"],
  "coordinates": [[0.25680, -0.48297, -0.74161], [-2.54056, 0.40800, -0.07942], [3.21241, -0.31013, -0.73158], [-0.80207, 2.70593, 0.23036], [1.17006, -0.05126, 1.71342], [-0.73222, -5.24563, 1.11083], [-2.30021, 2.08036, -0.28230], [4.31099, 3.24701, 1.02624], [0.15091, 0.45249, 3.11830], [-0.43582, 2.95351, -2.56111], [0.32171, 3.25925, -3.68546], [-6.40076, 0.49060, -1.39665], [-1.26703, 4.29859, 0.97152], [-1.65091, 5.39569, 0.20007], [0.85946, -6.20793, 1.25146], [-0.10600, -2.47384, -0.05140], [2.43475, 1.23461, 1.47188], [-3.57263, 1.03181, 3.85127], [-1.47678, -4.92756, 2.79676], [-2.05739, 6.67302, 2.19389], [1.57343, 3.83822, -3.54528], [-3.56235, -0.26077, 4.35675], [-1.27144, 4.41240, 2.35973], [-2.04854, 6.57450, 0.80784], [-3.00350, 0.18552, 1.66717], [-0.33576, -3.58837, 0.38104], [-5.12997, -0.87725, -2.91950], [3.49832, 0.40557, -2.38271], [4.76405, -1.20709, -0.38783], [-6.33097, -0.30084, -2.53701], [-5.26612, 0.70589, -0.63429], [-4.05199, 0.13711, -1.01983], [3.43480, 3.34170, 2.09714], [-3.98819, -0.65784, -2.16071], [-3.30280, 1.25403, 2.50855], [1.31335, 3.81324, -1.15569], [-2.98654, -1.10999, 2.18154], [2.50416, 2.33839, 2.31927], [2.06960, 4.11334, -2.27588], [0.05056, 3.23514, -1.28903], [4.24586, 2.15240, 0.17909], [3.31031, 1.14163, 0.38293], [-1.66550, 5.59468, 2.97123], [-1.95637, -6.09720, -0.00771], [2.01365, -1.52462, 2.35794], [-3.27507, -1.33158, 3.52007], [-0.77413, -4.40602, 3.44903], [2.59936, -2.00252, 1.57546], [-2.99975, 2.63404, -0.76060], [1.24904, -2.23477, 2.67494], [3.42379, -0.39097, -3.12419], [-2.38256, -4.32361, 2.71797], [-2.72562, -1.94789, 1.54246], [-3.04687, -1.10826, -2.45258], [1.70987, 4.02830, -0.16844], [-3.30079, 2.26335, 2.11303], [4.47953, 0.87193, -2.47452], [-5.32480, 1.30078, 0.27023], [-3.79635, 1.86786, 4.50069], [-2.24434, -7.06659, 0.40316], [1.30849, -6.36295, 0.26989], [5.03971, 4.02618, 0.84643], [1.83076, 2.42536, 3.16114], [-1.74640, -5.86784, 3.28117], [0.68042, -7.18794, 1.69742], [4.84380, -2.05972, -1.06190], [-1.62117, 5.33075, -0.88192], [-7.22219, -0.47313, -3.12545], [2.65056, -1.26349, 3.20421], [-1.40449, 2.48192, -2.67900], [1.58352, -5.68298, 1.87603], [-0.37730, 1.37455, 2.89922], [4.93113, 2.09107, -0.65677], [-3.77945, -0.43722, 5.40188], [4.76394, -1.57682, 0.63688], [-1.66336, 5.67351, 4.05001], [-0.06976, 3.04367, -4.67090], [-0.96564, 3.57008, 2.96901], [3.47459, 4.19428, 2.76154], [-0.58652, -0.32821, 3.30267], [-5.07999, -1.49846, -3.80306], [2.72535, 1.14707, -2.59359], [5.63093, -0.55914, -0.52812], [2.16120, 4.08060, -4.42061], [-2.86181, -5.50107, -0.12798], [-1.52976, -6.26467, -0.99722], [-3.26407, -2.34039, 3.91224], [-7.34314, 0.92998, -1.09910], [0.77100, 0.57308, 4.00892], [3.04591, 4.56647, -2.16020], [-2.36398, 7.59656, 2.66645], [-2.34527, 7.42049, 0.20265]],
  "forces_ev_per_angstrom": [[-0.285, 0.093, -0.234], [0.448, -0.124, 0.261], [-0.160, 0.008, 0.047], [0.147, 0.040, 0.101], [-0.031, -0.022, -0.160], [-0.001, 0.043, -0.055], [-0.005, -0.035, -0.061], [-0.005, 0.004, -0.019], [0.066, 0.029, 0.091], [0.031, 0.006, -0.006], [-0.028, 0.004, -0.001], [-0.008, 0.005, -0.006], [-0.041, 0.122, 0.022], [0.035, -0.029, -0.043], [-0.048, -0.002, 0.011], [0.021, -0.111, 0.038], [-0.060, 0.017, 0.152], [-0.017, -0.014, 0.010], [0.008, -0.030, -0.016], [-0.011, 0.042, -0.017], [0.016, 0.021, 0.009], [-0.010, -0.003, 0.021], [-0.008, 0.010, -0.002], [-0.003, 0.014, 0.034], [-0.205, 0.147, -0.043], [-0.042, -0.002, 0.033], [0.035, 0.022, 0.022], [0.030, 0.006, -0.029], [0.104, 0.025, 0.007], [-0.027, -0.013, -0.027], [0.022, -0.015, 0.035], [-0.060, -0.122, -0.079], [-0.002, -0.017, -0.001], [-0.047, 0.020, -0.028], [0.082, 0.017, -0.073], [-0.011, -0.005, 0.037], [0.028, -0.071, 0.009], [0.008, 0.019, 0.026], [-0.018, 0.039, -0.018], [-0.059, -0.079, -0.123], [0.005, -0.016, -0.004], [0.134, -0.016, -0.051], [0.002, -0.033, -0.013], [0.026, -0.008, 0.033], [0.045, -0.025, 0.074], [0.012, -0.011, -0.038], [0.012, 0.021, 0.010], [0.011, 0.003, 0.007], [-0.021, 0.021, 0.082], [-0.007, 0.009, -0.012], [-0.002, -0.003, -0.003], [-0.010, 0.005, -0.021], [0.003, 0.020, -0.036], [0.007, -0.015, 0.003], [-0.002, -0.017, 0.019], [-0.029, 0.005, 0.019], [-0.002, 0.001, 0.004], [-0.001, 0.003, 0.000], [-0.012, 0.011, 0.015], [-0.003, -0.021, 0.005], [0.011, 0.003, -0.022], [0.012, 0.004, 0.013], [-0.027, 0.005, -0.004], [-0.003, -0.018, 0.015], [-0.003, -0.018, 0.007], [-0.013, -0.008, -0.011], [-0.013, 0.002, 0.006], [-0.008, -0.002, -0.007], [0.001, -0.002, -0.007], [0.015, -0.003, 0.001], [0.018, 0.015, 0.013], [-0.030, 0.057, -0.026], [0.015, 0.003, -0.012], [0.003, 0.013, 0.011], [-0.004, 0.001, 0.000], [-0.001, 0.005, 0.018], [0.003, -0.001, -0.013], [0.009, -0.025, 0.019], [0.001, 0.014, 0.006], [-0.018, -0.041, -0.011], [-0.007, -0.009, -0.016], [0.003, -0.016, 0.014], [0.000, -0.008, 0.005], [0.007, -0.012, -0.014], [-0.014, 0.022, 0.004], [0.010, 0.001, -0.021], [-0.003, 0.004, 0.016], [-0.012, 0.004, 0.005], [-0.017, -0.009, -0.008], [0.011, 0.007, -0.004], [-0.002, 0.010, 0.006], [-0.004, 0.012, -0.006]],
  "energy_ha": -3437.55509,
  "orbital_gap_ev": 7.91,
  "total_charge": 1,
  "de_lowest_kj_mol": 0.00
}

---

{
  "formula": "C39H47BCl2KN2S",
  "method": "wB97M-V/def2-TZVPD",
  "elements": ["K", "Cl", "Cl", "S", "N", "N", "C", "C", "C", "C", "C", "C", "C", "C", "C", "C", "C", "C", "C", "C", "C", "C", "C", "C", "C", "C", "C", "C", "C", "C", "C", "C", "C", "C", "C", "C", "C", "C", "C", "C", "C", "C", "C", "C", "C", "B", "H", "H", "H", "H", "H", "H", "H", "H", "H", "H", "H", "H", "H", "H", "H", "H", "H", "H", "H", "H", "H", "H", "H", "H", "H", "H", "H", "H", "H", "H", "H", "H", "H", "H", "H", "H", "H", "H", "H", "H", "H", "H", "H", "H", "H", "H", "H"],
  "coordinates": [[0.78362, -0.26712, 1.93962], [-0.97397, -1.84391, -0.68463], [5.25239, -2.39037, -0.43772], [2.42180, -1.14031, -0.80874], [-1.85019, 0.98715, -1.48637], [-2.23973, 0.36608, 0.69144], [-0.26423, 4.24845, -1.29968], [-0.10558, 1.90264, -5.19358], [4.44398, -0.19619, 3.95618], [2.59070, -2.89434, -0.65866], [0.40612, 2.45251, -4.03750], [1.41641, -3.75324, -0.68890], [-1.88628, 0.39105, 3.14933], [-2.85356, 1.59714, 0.43973], [-3.12571, -1.08193, -5.03607], [4.82200, 0.88519, 1.39166], [-1.21408, 1.07512, -5.12861], [3.84069, -3.44881, -0.43748], [-1.25618, 1.32717, -2.74885], [-1.80068, 0.76783, -3.91263], [-2.98575, -0.17007, -3.82321], [-1.42539, -1.74044, 4.22646], [-2.05655, -2.40319, 0.58634], [-2.61350, 1.95404, -0.83202], [-0.15993, 2.19327, -2.78743], [5.49122, -0.63041, 3.15744], [0.78284, 2.18519, -0.32884], [5.67851, -0.08901, 1.89424], [0.48566, 2.94827, -1.62275], [-2.04830, -0.28634, 1.92767], [-3.00384, -3.49743, 0.22597], [-0.66616, 2.44883, 4.00603], [2.95552, -5.62841, -0.20255], [-1.89433, -1.70706, 1.82842], [-1.55077, -2.39059, 3.01315], [4.98905, 1.41679, -0.00276], [4.08656, -4.78968, -0.19947], [0.08657, -3.55269, -0.93149], [-4.29367, 0.58704, -3.57382], [3.77606, 1.31568, 2.20491], [-1.60603, -0.36258, 4.29369], [1.69894, -5.16318, -0.43605], [3.58902, 0.78650, 3.47594], [-3.17866, 2.34957, 4.06887], [-1.92327, 1.90755, 3.31548], [-1.69528, -0.10274, -0.56791], [-0.69165, 3.54050, 4.03174], [-2.20094, -1.63726, -5.19910], [-4.52055, 1.24573, -4.41704], [-1.76206, -2.34235, -1.73308], [4.34932, 0.86095, -0.69294], [6.48918, -0.45021, 1.27381], [-2.97579, 2.82360, -1.35495], [1.38824, -1.14762, -1.73944], [-3.93004, -1.79908, -4.86075], [1.27310, 3.10133, -4.09146], [0.35616, 4.89134, -0.66924], [-2.77772, -0.82751, -2.97691], [-0.13868, -1.37059, 0.50460], [-0.18557, -1.20567, -2.78512], [0.36729, 2.10596, -6.14659], [1.45844, 3.25928, -2.01339], [-1.17799, -2.30095, 5.12021], [-0.57552, 2.09278, 5.03270], [-2.57143, -4.16272, -0.52429], [-3.98874, -3.16579, -0.13575], [-1.19073, 4.05178, -0.76033], [6.15999, -1.40400, 3.51223], [4.29597, -0.61512, 4.94325], [-1.37539, -3.45652, 2.93810], [-5.12070, -0.11889, -3.46558], [3.10526, 2.08656, 1.83714], [5.08876, -5.15240, -0.03434], [4.71943, 2.47275, -0.05963], [-0.50438, 4.79585, -2.21260], [3.08762, -6.68996, -0.01768], [-1.51604, 0.14468, 5.24637], [-3.37672, -0.52388, -5.94246], [-3.22065, 3.43804, 4.15325], [0.24382, 2.16189, 3.47093], [-4.25447, 1.19470, -2.66919], [0.85884, -5.84698, -0.43816], [-1.94128, 2.37283, 2.33362], [-3.50942, 2.07811, 1.14343], [-3.19202, 1.93066, 5.07724], [1.37833, 1.29168, -0.52674], [-0.13880, 1.89824, 0.17993], [-3.18682, -4.11079, 1.11653], [-1.58904, 0.62349, -6.03585], [-4.08131, 2.00715, 3.55962], [1.34751, 2.83822, 0.34384], [2.78366, 1.15539, 4.10398], [6.01740, 1.30183, -0.34478]],
  "forces_ev_per_angstrom": [[1.176, 0.430, 0.855], [-0.584, 0.759, 0.000], [-0.018, -0.076, -0.054], [-0.228, 0.007, -0.226], [-0.093, 0.092, 0.093], [0.324, -0.236, -0.257], [0.008, 0.035, -0.027], [0.018, 0.002, -0.011], [-0.016, -0.022, 0.002], [-0.130, 0.030, 0.077], [-0.062, 0.039, 0.006], [-0.017, 0.124, 0.052], [0.080, -0.060, -0.049], [-0.089, -0.052, 0.005], [0.033, -0.013, 0.013], [-0.036, -0.041, 0.009], [-0.004, 0.003, -0.009], [-0.010, -0.046, 0.017], [0.070, -0.195, -0.038], [-0.044, 0.081, -0.006], [0.032, -0.037, -0.028], [-0.199, -0.012, -0.102], [-0.469, 0.078, 0.029], [-0.094, 0.009, 0.017], [0.050, 0.055, -0.021], [-0.008, 0.009, -0.014], [-0.078, -0.087, -0.179], [0.025, -0.002, 0.021], [-0.068, 0.053, 0.094], [-0.092, 0.135, 0.139], [0.195, -0.220, 0.158], [-0.019, -0.003, 0.008], [0.061, -0.043, 0.005], [-0.045, -0.295, -0.180], [-0.403, -0.106, 0.173], [0.008, 0.020, -0.011], [-0.042, 0.041, -0.008], [0.731, -0.570, 0.066], [-0.002, -0.009, 0.008], [-0.029, 0.053, 0.019], [0.000, 0.034, -0.030], [-0.107, -0.050, -0.037], [-0.051, 0.048, 0.017], [-0.011, 0.017, -0.035], [0.061, -0.009, -0.034], [0.145, 0.045, -0.189], [-0.010, -0.001, 0.003], [-0.004, 0.009, -0.012], [0.009, 0.002, -0.001], [-0.247, 0.118, -0.061], [0.014, -0.016, 0.021], [-0.017, 0.029, 0.031], [0.038, -0.018, -0.023], [-0.127, 0.046, -0.063], [0.007, -0.007, 0.001], [0.012, -0.011, -0.002], [0.001, -0.003, 0.005], [-0.055, 0.005, 0.059], [0.020, -0.197, -0.464], [0.222, 0.117, 0.121], [-0.005, 0.005, 0.000], [0.019, -0.057, -0.003], [0.035, 0.015, 0.003], [0.011, -0.006, 0.007], [-0.002, -0.005, 0.001], [0.020, 0.022, 0.008], [0.026, 0.003, -0.016], [0.002, 0.000, 0.001], [0.000, -0.003, 0.001], [0.024, 0.005, -0.004], [-0.005, 0.005, -0.002], [0.011, 0.013, -0.002], [-0.001, -0.016, -0.007], [-0.006, 0.004, 0.000], [-0.005, 0.005, 0.003], [-0.007, 0.004, -0.001], [0.069, -0.013, 0.008], [-0.007, -0.010, 0.000], [-0.001, 0.000, 0.001], [-0.004, 0.004, 0.002], [0.008, -0.026, -0.035], [0.013, -0.015, 0.013], [0.046, -0.018, 0.007], [0.042, -0.001, 0.032], [0.002, -0.012, -0.004], [-0.034, -0.014, 0.004], [-0.069, 0.006, 0.055], [-0.011, -0.016, -0.014], [-0.021, 0.009, -0.004], [-0.003, 0.000, 0.007], [0.014, 0.004, -0.015], [0.000, 0.002, -0.003], [0.005, 0.013, 0.004]],
  "energy_ha": -3566.72482,
  "orbital_gap_ev": [3.71, 3.71],
  "total_charge": -1
}